[1]
C3H4O3 | ωB97M-V/def2-TZVPD

## Properties
- ΔE to the lowest compared entry with this formula, charge and spin: 374.1 kJ/mol
- Kohn-Sham gap: 0.3304 Eh
- Spin multiplicity: 1
- Highest occupied orbital energy: -8.6982 eV

Last column: natural (NBO) charge in e.
Geometry (Å):
O -1.17 -1.76 0.20  -0.675
C -0.46 -0.65 -0.18  -0.176
C 0.28 1.57 0.16  0.217
O 1.19 1.08 -0.53  -0.560
C 0.88 -0.65 0.19  0.682
O 1.74 -1.02 0.90  -0.475
H -1.48 -2.20 -0.60  0.476
H -0.79 -0.13 -1.07  0.208
H 0.26 1.50 1.25  0.153
H -0.45 2.25 -0.30  0.151

[2]
C3H4O3 | ωB97M-V/def2-TZVPD

## Properties
- ΔE to the lowest compared entry with this formula, charge and spin: 561.8 kJ/mol
- Kohn-Sham gap: 0.3295 Eh
- Spin multiplicity: 1
- Highest occupied orbital energy: -8.7139 eV

Last column: natural (NBO) charge in e.
Geometry (Å):
O 0.50 -1.05 -1.65  -0.593
C 0.47 -0.10 -0.76  0.387
C 0.34 -0.36 0.69  0.284
O 1.60 -0.16 0.90  -0.636
C -1.22 1.29 0.27  0.081
O -0.65 0.68 1.24  -0.470
H 0.10 -1.86 -1.30  0.498
H 0.88 0.84 -1.10  0.222
H -0.12 -1.32 0.98  0.123
H -1.90 2.04 0.74  0.104

[3]
C3H4O3 | ωB97M-V/def2-TZVPD

## Properties
- ΔE to the lowest compared entry with this formula, charge and spin: 132.6 kJ/mol
- SMILES string: O=C1COCO1
- Kohn-Sham gap: 0.4185 Eh
- Spin multiplicity: 1
- Highest occupied orbital energy: -10.6329 eV

Last column: natural (NBO) charge in e.
Geometry (Å):
C 1.13 -0.22 -0.10  0.759
C 0.36 1.00 0.08  -0.206
C -1.13 -0.75 -0.06  0.241
H 0.86 1.80 -0.62  0.229
H 0.57 1.35 1.13  0.216
H -1.70 -1.07 0.78  0.155
H -1.59 -1.14 -0.92  0.159
O 2.31 -0.33 -0.13  -0.527
O -1.02 0.64 -0.20  -0.515
O 0.21 -1.27 0.05  -0.511

[4]
C3H4O3 | ωB97M-V/def2-TZVPD

## Properties
- ΔE to the lowest compared entry with this formula, charge and spin: 477.0 kJ/mol
- SMILES string: CC1(C=O)OO1
- Kohn-Sham gap: 0.3971 Eh
- Spin multiplicity: 1
- Highest occupied orbital energy: -10.5325 eV

Last column: natural (NBO) charge in e.
Geometry (Å):
C -0.38 1.84 0.03  0.400
C -0.85 0.34 0.00  0.369
C 0.24 -0.67 -0.04  -0.667
O 0.77 2.15 -0.04  -0.471
O -2.02 0.01 -0.68  -0.233
O -2.03 0.19 0.72  -0.241
H -1.14 2.52 0.35  0.132
H 0.14 -1.65 -0.30  0.241
H 0.82 -0.63 0.87  0.234
H 0.78 -0.34 -0.97  0.236

[5]
C3H4O3 | ωB97M-V/def2-TZVPD

## Properties
- ΔE to the lowest compared entry with this formula, charge and spin: 264.0 kJ/mol
- Kohn-Sham gap: 0.3925 Eh
- Spin multiplicity: 1
- Highest occupied orbital energy: -10.4733 eV

Last column: natural (NBO) charge in e.
Geometry (Å):
O -1.88 1.29 -2.06  -0.511
C -0.82 0.97 -1.81  0.506
O -0.82 -1.72 -1.03  -0.486
C 0.10 -1.75 -0.26  0.268
C 0.58 1.18 1.23  0.271
O 0.08 2.08 0.61  -0.484
H 0.05 -2.33 0.68  0.110
H 1.05 -1.21 -0.45  0.112
H -0.03 0.40 1.72  0.105
H 1.68 1.09 1.36  0.110

[6]
C3H4O3 | ωB97M-V/def2-TZVPD

## Properties
- ΔE to the lowest compared entry with this formula, charge and spin: 482.0 kJ/mol
- SMILES string: CC1(C=O)OO1
- Kohn-Sham gap: 0.3900 Eh
- Spin multiplicity: 1
- Highest occupied orbital energy: -10.5337 eV

Last column: natural (NBO) charge in e.
Geometry (Å):
C 0.85 -1.30 -0.07  0.390
C 0.31 0.08 0.16  0.338
C -1.07 0.62 -0.23  -0.673
O 0.26 -2.29 -0.35  -0.462
O 1.29 1.08 0.09  -0.234
O 0.76 0.76 1.34  -0.226
H 1.93 -1.39 -0.03  0.134
H -1.71 0.79 0.75  0.249
H -1.63 -0.03 -0.91  0.234
H -0.99 1.68 -0.75  0.253

[7]
C3H4O3S | ωB97M-V/def2-TZVPD

## Properties
- ΔE to the lowest compared entry with this formula, charge and spin: 614.4 kJ/mol
- SMILES string: C[C@H]1OC1=S(=O)=O
- Kohn-Sham gap (spin up / spin down): 0.3056 / 0.3058 Eh
- Spin multiplicity: 1
- Highest occupied orbital energy (spin up / spin down): -10.0923 / -10.0959 eV

Last column: natural (NBO) charge in e.
Geometry (Å):
C 1.97 -0.90 0.74  -0.136
C 0.49 -0.94 0.52  0.047
C -0.22 0.27 -0.20  -0.669
O 3.82 -0.48 -1.20  -0.812
O 3.60 1.12 0.68  -0.836
O 1.19 -1.75 -0.39  -0.484
S 3.05 0.11 -0.17  1.990
H 0.02 -1.34 1.45  0.210
H 0.11 0.40 -1.30  0.235
H -0.43 1.21 0.27  0.234
H -1.27 -0.11 -0.30  0.220

[8]
C3H4O4Pm | ωB97M-V/def2-TZVPD

## Properties
- ΔE to the lowest compared entry with this formula, charge and spin: 0.0 kJ/mol
- Kohn-Sham gap (spin up / spin down): 0.2386 / 0.2448 Eh
- Spin multiplicity: 6
- Total charge: +2
- Expectation value of S²: 8.75
- Highest occupied orbital energy (spin up / spin down): -16.2101 / -16.2105 eV

Last column: Löwdin spin population.
Geometry (Å):
C 0.78 -0.59 0.50  0.000
O 1.79 -1.29 0.49  -0.010
O -0.17 -0.77 -0.38  0.000
C -1.26 0.14 -0.40  0.000
O 0.33 1.77 -1.07  0.000
C -0.83 1.48 -0.93  0.000
Pm 3.15 -3.22 -0.62  5.010
H -1.65 2.23 -1.01  0.000
H -2.02 -0.30 -1.06  0.000
O 0.44 0.18 1.54  0.000
H 1.07 0.10 2.26  0.000
H -1.64 0.27 0.66  0.000

[9]
C3H4O4Rh | ωB97M-V/def2-TZVPD

## Properties
- ΔE to the lowest compared entry with this formula, charge and spin: 34.2 kJ/mol
- Kohn-Sham gap (spin up / spin down): 0.3017 / 0.2204 Eh
- Spin multiplicity: 6
- Expectation value of S²: 8.76
- Highest occupied orbital energy (spin up / spin down): -7.6964 / -9.8776 eV

Last column: Löwdin spin population.
Geometry (Å):
O -2.26 0.68 -0.41  0.522
O 0.14 0.94 -0.95  0.085
C 1.23 0.13 -0.65  0.008
C 0.67 -1.10 0.09  0.007
O -0.74 -0.95 0.03  0.045
C -1.07 0.43 0.11  0.055
H 1.76 -0.17 -1.58  0.004
H 1.94 0.65 0.03  0.001
H 0.99 -1.10 1.14  0.002
H 0.94 -2.05 -0.40  0.001
O -0.91 0.92 1.34  0.592
Rh -2.69 1.62 1.24  3.679

[10]
C3H4O5S | ωB97M-V/def2-TZVPD

## Properties
- ΔE to the lowest compared entry with this formula, charge and spin: 422.0 kJ/mol
- Kohn-Sham gap: 0.2023 Eh
- Spin multiplicity: 1
- Total charge: -2
- Highest occupied orbital energy: 1.2185 eV

Last column: natural (NBO) charge in e.
Geometry (Å):
C -0.65 -0.09 0.11  0.379
C -2.32 -0.38 0.08  -0.680
C 0.64 0.77 -0.34  0.322
O -0.16 -1.29 0.48  -0.835
O 3.25 0.56 0.42  -1.074
O -0.13 0.99 0.94  -0.679
O 2.07 -1.44 -0.91  -1.037
O 0.77 1.71 -1.12  -0.808
S 1.71 -0.61 0.25  1.412
H -2.83 -0.45 -0.87  0.176
H -2.36 -1.35 0.66  0.211
H -2.90 0.43 0.65  0.168
H 2.93 1.17 -0.35  0.446

[11]
C3H4OS | ωB97M-V/def2-TZVPD

## Properties
- ΔE to the lowest compared entry with this formula, charge and spin: 763.7 kJ/mol
- Kohn-Sham gap: 0.3053 Eh
- Spin multiplicity: 1
- Highest occupied orbital energy: -8.7806 eV

Last column: natural (NBO) charge in e.
Geometry (Å):
C 0.27 -0.34 1.21  -0.311
C 0.21 -0.30 -1.19  -0.387
C 1.26 0.36 -0.59  0.001
H 1.13 -1.67 0.99  0.300
H -0.37 -0.27 2.49  0.257
H 0.18 -0.73 -2.25  0.252
H 2.11 0.87 -1.31  0.242
O 0.85 1.24 0.66  -0.543
S -1.27 -0.41 -0.11  0.189

[12]
C3H4OS | ωB97M-V/def2-TZVPD

## Properties
- ΔE to the lowest compared entry with this formula, charge and spin: 316.8 kJ/mol
- Kohn-Sham gap: 0.3569 Eh
- Spin multiplicity: 1
- Highest occupied orbital energy: -8.9263 eV

Last column: natural (NBO) charge in e.
Geometry (Å):
C 0.80 -1.07 -0.69  -0.401
C 0.24 -0.08 -0.09  -0.105
C -0.10 1.51 0.33  -0.597
O -1.63 -2.17 0.01  -0.964
S -0.37 -1.75 0.58  1.122
H 1.23 -1.46 -1.60  0.242
H -1.07 1.41 0.58  0.238
H 0.39 2.03 -0.42  0.234
H 0.50 1.61 1.29  0.231

Number 1: M 88.1 g mol⁻¹. Number 2: M 88.1 g mol⁻¹. Number 3: M 88.1 g mol⁻¹. Number 4: M 88.1 g mol⁻¹. Number 5: M 88.1 g mol⁻¹. Number 6: M 88.1 g mol⁻¹. Number 7: M 120.1 g mol⁻¹. Number 8: M 249.1 g mol⁻¹. Number 9: M 207.0 g mol⁻¹. Number 10: M 152.1 g mol⁻¹. Number 11: M 88.1 g mol⁻¹. Number 12: M 88.1 g mol⁻¹.